Computed, not measured: C36H59N4PSSc as an isolated structure, with ωB97M-V/def2-TZVPD.

Values from the calculation:
* total charge: +3
* Kohn-Sham gap: 8.118 eV
* spin multiplicity: 1
* relative energy (zero: lowest compared OMol25 entry of this formula, charge and spin): 4.0 kcal per mole
* E_LUMO: -8.8604 eV

```
102
C36H59N4PSSc ωB97M-V/def2-TZVPD
Sc -0.589 -0.267 -0.493
C -4.539 -0.382 0.465
C -3.807 -1.041 1.628
C -4.420 -0.630 2.972
C -2.330 -0.740 1.659
C -1.838 0.571 1.580
C -0.480 0.866 1.753
C -0.049 2.313 1.913
C -0.893 3.315 1.134
C -0.116 2.652 3.411
C 0.452 -0.196 1.868
C -0.021 -1.518 2.005
C -1.394 -1.748 1.877
C 0.867 -2.666 2.433
C 0.730 -2.803 3.960
C 0.536 -4.000 1.773
C 1.919 0.107 1.978
C 2.457 0.256 3.253
C 3.795 0.572 3.428
C 4.616 0.739 2.324
C 4.095 0.574 1.051
C 2.747 0.256 0.854
P 2.097 0.001 -0.828
C 2.883 -1.552 -1.498
C 2.224 -2.713 -0.750
C 2.597 -1.692 -2.994
C 4.395 -1.645 -1.256
C 2.496 1.509 -1.858
C 1.957 2.724 -1.101
C 3.992 1.723 -2.129
C 1.794 1.419 -3.219
H -5.565 -0.741 0.428
H -4.074 -0.588 -0.501
H -4.585 0.701 0.600
H -3.909 -2.129 1.536
H -4.350 0.449 3.113
H -3.936 -1.118 3.815
H -5.475 -0.897 2.990
H -2.538 1.388 1.441
H 0.995 2.394 1.599
H -1.846 3.506 1.627
H -1.103 2.993 0.111
H -0.368 4.267 1.082
H -1.134 2.535 3.783
H 0.178 3.689 3.567
H 0.543 2.029 4.009
H -1.755 -2.759 2.014
H 1.903 -2.394 2.214
H -0.295 -3.053 4.232
H 1.010 -1.899 4.491
H 1.370 -3.611 4.313
H -0.380 -4.431 2.178
H 1.325 -4.717 1.989
H 0.441 -3.930 0.689
H 1.823 0.135 4.120
H 4.194 0.689 4.425
H 5.659 0.988 2.451
H 4.759 0.681 0.208
H 1.142 -2.775 -0.930
H 2.402 -2.651 0.323
H 2.656 -3.652 -1.099
H 1.540 -1.562 -3.243
H 2.878 -2.700 -3.302
H 3.177 -0.997 -3.596
H 4.635 -1.692 -0.196
H 4.962 -0.835 -1.709
H 4.746 -2.574 -1.708
H 2.439 2.864 -0.134
H 0.873 2.676 -0.936
H 2.154 3.614 -1.701
H 4.553 1.965 -1.230
H 4.096 2.576 -2.801
H 4.457 0.873 -2.623
H 0.734 1.143 -3.150
H 2.269 0.717 -3.897
H 1.862 2.402 -3.694
C -3.018 -5.297 -1.799
N -2.326 -4.004 -1.897
C -1.833 -3.444 -3.050
C -1.255 -2.275 -2.686
N -1.381 -2.104 -1.312
C -2.043 -3.187 -0.891
H -3.764 -5.350 -2.587
H -3.507 -5.348 -0.830
H -2.290 -6.099 -1.900
H -1.946 -3.920 -4.006
H -0.786 -1.542 -3.320
H -2.327 -3.404 0.120
C -4.034 4.559 -2.131
N -3.468 3.233 -1.837
C -2.242 2.787 -2.034
S -2.063 1.034 -2.041
N -1.191 3.545 -2.284
C -1.061 5.004 -2.222
H -5.087 4.405 -2.350
H -3.562 4.977 -3.016
H -3.934 5.229 -1.282
H -4.130 2.512 -1.584
H -0.371 3.030 -2.571
H -1.660 5.396 -1.405
H -1.341 5.471 -3.163
H -0.016 5.218 -2.012
```

Atomic partial charges in e from the Löwdin method, atoms 1 to 4: atom 1 (Sc): 0.83, atom 2 (C): -0.05, atom 3 (C): -0.37, atom 4 (C): -0.02

---

Computed, not measured: a 6-piece molecular cluster, C36H60N2O16 overall, with ωB97M-V/def2-TZVPD.

Values from the calculation:
* Kohn-Sham gap: 8.081 eV
* SMILES: CC(C)CCc1cnc2c(C[C@H]3CO3)cccc2n1.CCOC(=O)OC.CCOC(=O)OC.CCOC(=O)OC.CCOC(=O)OC.CCOC(=O)OC
* spin multiplicity: 1
* relative energy (zero: lowest compared OMol25 entry of this formula, charge and spin): 0.0 kcal per mole
* E_LUMO: -0.5072 eV

```
114
C36H60N2O16 ωB97M-V/def2-TZVPD
C 4.897 2.635 1.982
C 3.581 2.939 1.128
C 3.927 2.726 -0.404
C 3.143 4.420 1.501
C 2.139 5.087 0.485
C 0.619 4.734 0.753
C 0.185 3.701 1.748
N -1.092 3.325 2.055
C -1.962 4.044 1.238
C -3.440 3.740 1.398
C -3.984 2.704 2.443
C -3.270 1.227 2.094
C -4.203 0.246 1.161
O -2.910 1.021 0.681
C -4.467 4.431 0.601
C -4.098 5.484 -0.411
C -2.667 5.786 -0.558
C -1.607 5.071 0.241
N -0.283 5.439 0.010
H 5.783 3.195 1.582
H 5.047 1.518 1.942
H 4.688 2.888 3.060
H 2.823 2.163 1.416
H 3.084 2.160 -0.900
H 4.840 2.060 -0.498
H 4.095 3.670 -0.986
H 4.099 5.035 1.474
H 2.797 4.459 2.579
H 2.399 4.933 -0.595
H 2.201 6.207 0.659
H 1.002 3.169 2.314
H -5.086 2.517 2.304
H -3.696 2.941 3.500
H -2.634 0.723 2.921
H -3.701 -0.758 1.149
H -4.749 0.709 0.299
H -5.553 4.198 0.729
H -4.820 6.068 -1.028
H -2.402 6.587 -1.302
C -11.266 2.724 5.481
C -10.754 2.682 4.055
O -9.859 3.770 3.788
C -8.631 3.647 4.304
O -8.217 2.717 4.949
O -7.938 4.752 3.995
C -6.636 4.800 4.578
H -11.717 3.695 5.698
H -12.008 1.941 5.647
H -10.455 2.584 6.198
H -11.593 2.797 3.367
H -10.275 1.728 3.824
H -6.060 3.907 4.332
H -6.716 4.920 5.659
H -6.118 5.668 4.171
C -1.475 -2.567 -0.266
C -2.762 -2.931 -0.979
O -2.559 -4.001 -1.912
C -2.433 -5.220 -1.375
O -2.486 -5.492 -0.203
O -2.217 -6.092 -2.370
C -1.957 -7.423 -1.926
H -0.688 -2.342 -0.990
H -1.623 -1.699 0.379
H -1.114 -3.393 0.349
H -3.106 -2.074 -1.561
H -3.558 -3.184 -0.275
H -2.749 -7.784 -1.270
H -0.990 -7.464 -1.421
H -1.916 -8.067 -2.804
C 0.363 6.487 -3.023
C 0.721 6.154 -4.458
O 0.882 7.341 -5.249
C 2.019 8.016 -5.051
O 2.906 7.715 -4.293
O 1.996 9.105 -5.833
C 3.109 9.976 -5.643
H -0.519 7.130 -2.988
H 0.164 5.580 -2.454
H 1.170 7.030 -2.528
H -0.095 5.589 -4.911
H 1.617 5.531 -4.518
H 4.053 9.443 -5.759
H 3.052 10.445 -4.659
H 3.055 10.755 -6.403
C 1.593 -6.135 -3.766
C 1.354 -7.530 -4.308
O 2.589 -8.229 -4.512
C 3.182 -8.686 -3.405
O 2.769 -8.573 -2.275
O 4.331 -9.278 -3.765
C 5.121 -9.718 -2.662
H 2.279 -5.585 -4.414
H 0.654 -5.584 -3.691
H 2.050 -6.167 -2.775
H 0.872 -7.459 -5.284
H 0.690 -8.108 -3.661
H 4.546 -10.366 -1.998
H 5.509 -8.857 -2.117
H 5.962 -10.288 -3.055
C 7.992 -8.820 3.493
C 8.702 -7.694 2.767
O 8.199 -7.533 1.435
C 7.005 -6.936 1.336
O 6.338 -6.521 2.248
O 6.668 -6.895 0.039
C 5.361 -6.375 -0.203
H 8.049 -9.745 2.914
H 8.439 -8.987 4.475
H 6.933 -8.598 3.633
H 9.761 -7.938 2.671
H 8.636 -6.753 3.318
H 5.234 -5.393 0.254
H 4.609 -7.073 0.169
H 5.233 -6.272 -1.280
```

Atomic partial charges in e from the Löwdin method, atoms 1 to 4: atom 1 (C): -0.11, atom 2 (C): -0.41, atom 3 (C): -0.09, atom 4 (C): -0.20

---

Computed, not measured: a 3-piece molecular cluster, C36H60N3O6PS overall, with ωB97M-V/def2-TZVPD.

Values from the calculation:
* ⟨S²⟩: 2.01
* Kohn-Sham gap (alpha / beta): 7.710 / 8.113 eV
* spin multiplicity: 3
* E_LUMO (alpha / beta): -0.5179 / -0.5175 eV

```
107
C36H60N3O6PS ωB97M-V/def2-TZVPD
C 4.819 0.400 1.454
C 4.107 1.730 1.146
C 3.077 1.604 0.037
C 3.713 1.291 -1.310
C 2.692 0.957 -2.387
C 2.084 -0.458 -2.246
C 0.540 -0.438 -2.156
C -0.011 -0.452 -0.754
C 0.531 -1.239 0.274
C 0.030 -1.226 1.571
P 0.768 -2.225 2.871
S 2.101 -1.258 3.918
C -1.052 -0.401 1.911
C -1.599 0.355 0.889
C -1.116 0.329 -0.404
C -1.969 1.245 -1.233
O -1.749 1.718 -2.293
N -3.152 1.495 -0.447
C -4.290 0.607 -0.803
C -5.485 0.943 0.068
C -6.783 0.534 -0.571
O -6.891 -0.312 -1.394
O -7.867 1.224 -0.152
C -2.730 1.338 0.904
O -3.107 1.922 1.873
H 5.837 0.388 1.082
H 4.251 -0.426 1.031
H 4.871 0.219 2.522
H 3.617 2.072 2.053
H 4.852 2.480 0.892
H 2.550 2.551 -0.053
H 2.389 0.802 0.308
H 4.437 0.483 -1.211
H 4.278 2.156 -1.655
H 1.904 1.706 -2.414
H 3.204 1.011 -3.345
H 2.532 -0.929 -1.377
H 2.358 -1.051 -3.112
H 0.218 0.472 -2.638
H 0.159 -1.302 -2.694
H 1.360 -1.890 0.038
H 1.280 -3.356 2.221
H -0.289 -2.614 3.705
H -1.445 -0.337 2.914
H -3.979 -0.425 -0.631
H -4.502 0.752 -1.853
H -5.499 2.018 0.229
H -5.428 0.478 1.049
H -7.659 1.632 0.697
C -0.953 6.988 -0.854
C -0.381 5.653 -0.337
C -1.514 4.764 0.161
C -2.156 5.272 1.445
C -1.108 5.485 2.538
C 0.104 6.314 2.096
N 0.612 5.866 0.758
O 1.380 4.833 0.885
C -0.249 7.813 2.064
C 1.213 6.165 3.131
C 0.301 5.013 -1.541
H -1.418 6.832 -1.827
H -1.724 7.416 -0.217
H -0.160 7.727 -0.980
H -1.144 3.747 0.336
H -2.283 4.678 -0.611
H -2.715 6.195 1.268
H -2.890 4.536 1.779
H -1.570 5.962 3.404
H -0.759 4.504 2.877
H 0.570 8.390 1.632
H -0.409 8.175 3.079
H -1.158 8.041 1.512
H 1.452 5.123 3.331
H 0.890 6.614 4.070
H 2.126 6.668 2.808
H 1.071 5.671 -1.948
H -0.442 4.834 -2.318
H 0.761 4.056 -1.300
C 1.983 -6.232 -2.373
C 1.649 -5.900 -0.906
C 1.995 -7.087 -0.010
C 1.058 -8.276 -0.219
C -0.405 -7.862 -0.054
C -0.811 -6.625 -0.862
N 0.208 -5.536 -0.739
O 0.026 -4.867 0.353
C -1.026 -6.995 -2.343
C -2.157 -6.120 -0.357
C 2.522 -4.701 -0.551
H 3.061 -6.182 -2.521
H 1.685 -7.231 -2.680
H 1.523 -5.511 -3.050
H 1.947 -6.778 1.040
H 3.027 -7.387 -0.199
H 1.218 -8.727 -1.202
H 1.294 -9.054 0.509
H -1.056 -8.691 -0.337
H -0.591 -7.670 1.007
H -1.192 -6.097 -2.940
H -1.910 -7.624 -2.440
H -0.204 -7.553 -2.784
H -2.157 -5.952 0.718
H -2.924 -6.863 -0.573
H -2.440 -5.187 -0.847
H 2.330 -3.865 -1.228
H 3.570 -4.980 -0.648
H 2.369 -4.358 0.470
```

Atomic partial charges in e from the Löwdin method, atoms 1 to 4: atom 1 (C): -0.11, atom 2 (C): -0.25, atom 3 (C): -0.21, atom 4 (C): -0.22

---

Computed, not measured: a 16-piece molecular cluster, C36H62Cl2F5N16O32S overall, with ωB97M-V/def2-TZVPD.

Values from the calculation:
* total charge: -1
* Kohn-Sham gap: 5.540 eV
* spin multiplicity: 1
* E_LUMO: 0.7819 eV

```
154
C36H62Cl2F5N16O32S ωB97M-V/def2-TZVPD
C -4.201 1.328 -0.505
C -3.152 1.514 -1.705
Cl -3.504 0.175 -2.933
C -1.614 1.342 -1.274
Cl -0.443 1.731 -2.677
C -1.251 2.242 -0.006
C -0.900 3.752 -0.223
C -0.530 4.567 1.055
C -0.529 3.880 2.470
C -0.090 4.802 3.726
C 1.544 4.850 3.648
C 2.198 3.615 4.437
C 3.492 2.979 3.757
F 3.719 1.710 4.426
F 4.656 3.765 4.048
C 3.368 2.640 2.196
F 3.930 3.651 1.366
F 2.082 2.300 1.755
F 4.185 1.470 1.967
C -0.909 2.397 2.686
C -1.265 1.563 1.413
N -1.602 0.125 1.437
C -2.509 -0.244 2.550
C -3.654 -1.261 2.179
C -4.631 -1.738 3.283
C -4.469 -1.179 4.731
C -5.540 -1.681 5.834
O -5.429 -1.221 7.017
O -6.503 -2.573 5.403
C -3.345 -0.172 5.151
C -2.372 0.290 4.029
S -0.977 1.513 4.302
H -4.604 2.316 -0.074
H -5.120 0.794 -0.959
H -3.832 0.698 0.370
H -3.283 2.565 -2.125
H -1.462 0.215 -1.072
H -0.930 4.208 -1.279
H -0.232 5.665 0.999
H -0.474 4.411 4.726
H -0.510 5.849 3.489
H 1.781 4.867 2.518
H 1.913 5.865 4.065
H 1.456 2.783 4.684
H 2.547 4.035 5.458
H -0.690 -0.357 1.619
H -3.731 -1.628 1.088
H -5.446 -2.493 3.023
H -3.229 0.205 6.225
C -0.951 -4.127 4.606
N -2.031 -4.193 3.589
O -2.977 -4.940 3.818
O -1.892 -3.492 2.595
H -1.201 -4.794 5.429
H -0.028 -4.440 4.124
H -0.887 -3.096 4.950
C 7.092 0.974 1.400
N 8.178 0.441 0.536
O 8.652 -0.645 0.835
O 8.517 1.130 -0.411
H 6.895 0.261 2.198
H 7.433 1.925 1.808
H 6.210 1.106 0.775
C -2.383 -0.343 -7.002
N -2.226 0.953 -6.295
O -1.090 1.385 -6.157
O -3.244 1.493 -5.904
H -1.399 -0.706 -7.293
H -2.862 -1.038 -6.313
H -3.002 -0.165 -7.879
C 0.089 1.729 -9.492
N -0.973 1.016 -10.246
O -1.303 1.478 -11.327
O -1.441 0.014 -9.727
H 0.410 2.594 -10.070
H -0.336 2.039 -8.537
H 0.915 1.032 -9.350
C 3.811 2.528 7.613
N 2.986 2.969 8.768
O 1.791 3.121 8.578
O 3.570 3.148 9.827
H 3.167 2.409 6.746
H 4.562 3.297 7.433
H 4.273 1.580 7.883
C 7.196 2.337 10.747
N 7.374 2.115 9.288
O 8.351 2.617 8.759
O 6.524 1.443 8.726
H 8.020 2.947 11.112
H 6.244 2.849 10.887
H 7.195 1.360 11.230
C 11.631 -1.337 0.740
N 12.718 -1.867 -0.124
O 13.194 -2.952 0.173
O 13.055 -1.175 -1.071
H 11.436 -2.052 1.538
H 11.971 -0.386 1.149
H 10.748 -1.206 0.117
C 3.382 -2.550 6.342
N 2.178 -3.339 5.974
O 1.726 -3.182 4.851
O 1.729 -4.089 6.825
H 3.669 -1.930 5.494
H 3.120 -1.931 7.200
H 4.174 -3.255 6.591
C 1.621 -1.946 -11.472
N 1.181 -1.788 -10.062
O 0.424 -2.631 -9.614
O 1.613 -0.820 -9.453
H 1.163 -2.842 -11.885
H 1.298 -1.060 -12.018
H 2.707 -2.034 -11.469
C -2.214 4.848 -4.901
N -2.648 5.045 -3.493
O -3.412 4.218 -3.023
O -2.205 6.022 -2.909
H -2.684 3.945 -5.290
H -2.531 5.723 -5.467
H -1.130 4.749 -4.899
C -5.650 2.501 -9.210
N -4.633 3.320 -8.502
O -3.476 2.934 -8.540
O -5.031 4.322 -7.932
H -5.155 1.646 -9.668
H -6.380 2.173 -8.470
H -6.110 3.132 -9.968
C 2.163 -1.493 0.134
N 1.185 -2.351 0.853
O 1.322 -3.559 0.756
O 0.314 -1.780 1.488
H 2.875 -2.131 -0.386
H 1.604 -0.881 -0.574
H 2.667 -0.876 0.877
C -3.515 -5.481 0.750
N -4.764 -5.235 -0.016
O -5.726 -5.949 0.229
O -4.739 -4.333 -0.841
H -3.682 -6.305 1.440
H -2.734 -5.731 0.031
H -3.276 -4.567 1.293
C -7.221 -3.478 -1.799
N -8.471 -3.231 -2.566
O -9.432 -3.944 -2.319
O -8.445 -2.331 -3.391
H -7.389 -4.301 -1.107
H -6.441 -3.731 -2.515
H -6.981 -2.563 -1.258
C -5.041 -7.233 -3.454
N -4.594 -5.855 -3.784
O -3.435 -5.710 -4.139
O -5.423 -4.969 -3.674
H -4.205 -7.917 -3.596
H -5.368 -7.233 -2.414
H -5.861 -7.482 -4.127
```

Atomic partial charges in e from the Löwdin method, atoms 1 to 4: atom 1 (C): -0.11, atom 2 (C): -0.65, atom 3 (Cl): 0.56, atom 4 (C): -0.63

---

Strongest force on any atom in hartree/bohr, matching the order above: 0.0191; 0.1070; 0.0353; 0.1182